Below is a cluster of 2 separate species, C3H6N2OS in total, with properties calculated with ωB97M-V/def2-TZVPD.

```
13
Properties=species:S:1:pos:R:3:forces:R:3
C 1.6291 1.3136 0.0008 2.7 1.2 1.5
C 2.9835 0.9727 0.0696 2.1 2.1 0.1
C -2.3498 -0.4837 -0.0844 -1.1 -0.2 0.3
N 1.4977 -0.8901 -0.1743 -0.4 0.1 -0.5
N 0.8707 0.2363 -0.1211 -1.1 -1.2 0.1
O -2.7775 -1.8638 0.0800 -0.1 0.1 0.3
S 3.1522 -0.6752 -0.1153 -0.5 0.2 0.2
H 1.3083 2.3230 0.3488 -0.3 -1.1 -0.9
H 3.9361 1.6480 0.2393 -2.4 -1.4 -0.4
H -1.7778 -0.4773 -1.0543 -1.3 0.9 0.6
H -1.5597 -0.3355 0.6358 0.1 0.0 0.4
H -3.1958 0.3078 0.2126 1.8 -1.6 -1.4
H -3.7171 -2.0758 -0.0374 0.5 0.9 -0.1
```
Forces are in eV/Å.

Results
Orbital gap   10.0866 eV
Max |F|   3.31 eV/A
Relative energy (zero: lowest compared OMol25 entry of this formula, charge and spin)   82.3 kcal/mol
Charge   0
Highest occupied orbital energy   -9.78 eV